Molecular formula: C49H87BrFN3O15
Method: DFT, ωB97M-V/def2-TZVPD

XYZ file:
```
156
Properties=species:S:1:pos:R:3:forces:R:3:mulliken_charge:R:1
H -0.9181 0.6037 -0.8973 -1.12 -1.65 1.74 0.3203
H 5.0123 -8.5237 6.8267 0.12 0.21 0.10 0.2863
C -6.0120 5.5038 -7.0917 0.15 -0.29 -0.39 -1.1309
H 4.2128 -3.6136 3.0774 -0.11 -0.17 -0.09 0.2804
N -2.8701 2.3364 2.0635 7.89 -9.32 -1.50 -0.6166
C 3.3399 -4.2749 3.0590 0.54 0.19 0.00 -0.3195
C -5.1794 5.5255 -4.6571 0.36 -0.32 0.21 -1.1162
C 5.2837 1.7979 -7.2047 -0.25 0.14 -0.45 -1.1836
O 1.1822 -4.6623 5.2826 -0.65 0.56 1.41 -0.5442
C -7.7394 -4.1046 -2.4994 0.49 -0.07 -0.07 -1.0666
H -2.1656 -0.7038 -2.7687 -1.77 1.60 0.71 0.2838
C 2.6502 -6.6380 2.3098 0.27 -0.37 -0.20 -1.0211
H -4.2842 -2.7833 -7.6623 -0.14 -0.16 -0.03 0.3180
H 7.3523 5.4139 -0.9174 0.22 -0.05 0.02 0.3335
H -8.8766 -0.8474 -1.9751 0.00 -0.26 -0.02 0.2689
H -6.1858 5.3949 -4.2512 0.02 0.22 -0.05 0.3466
H 5.5663 2.6573 -4.5043 -0.30 -0.52 -0.14 0.2233
O -2.4123 1.0643 -7.3515 -0.50 0.02 -1.49 -0.6581
H -8.1199 -4.5765 -1.5900 -0.16 -0.03 -0.16 0.3268
C -1.4469 -0.2343 -0.2314 -0.43 0.03 -0.39 -0.9240
H -3.6924 -0.8780 8.5191 0.06 0.21 0.08 0.3142
H 5.8068 -5.5829 9.1391 0.18 0.03 -0.14 0.3459
O -3.9476 -0.5174 5.4618 0.79 0.35 1.27 -0.5625
C -1.7178 -1.2459 2.3302 -0.41 0.13 0.13 0.0718
H -4.0378 -0.3625 -2.8099 2.21 1.07 1.11 0.2982
H -4.0986 0.8460 8.2297 0.14 -0.13 0.13 0.3279
H -1.7136 1.7656 -10.2777 -0.16 -0.08 -0.11 0.3535
C 0.4012 0.3484 1.7359 0.52 1.04 -1.14 0.1842
H 5.4977 0.7314 -7.0987 0.18 0.11 0.08 0.3183
C 0.3553 5.9152 7.1367 0.17 0.47 0.02 -1.1082
H -1.5107 0.0672 5.5235 -0.20 0.05 0.35 -0.4821
F 0.2917 -3.0998 1.7706 -4.01 1.91 0.49 -0.2547
O -6.6757 -1.9691 -2.4014 -1.47 -0.85 0.00 -0.5175
H -1.4669 2.4242 -6.1070 0.01 0.31 0.08 0.1194
C 6.4186 1.2450 6.1492 1.20 -1.10 0.51 0.7718
H 0.0213 -5.4235 8.0422 0.01 0.24 0.15 0.3959
O 7.2612 0.4188 6.4959 -1.12 1.06 -0.46 -0.5738
H -1.5462 -1.0440 3.4941 -0.06 -0.46 -2.68 -0.2915
H 1.3563 3.2577 -3.6654 -0.12 0.02 -0.17 0.2831
H -1.7144 4.1667 -5.7560 0.08 -0.11 -0.12 0.3669
H -5.2778 -3.8266 -10.5553 0.18 -0.09 0.12 0.3761
H 1.0906 2.6261 -5.3057 0.00 0.32 -0.08 0.3056
C 7.5878 2.6555 -1.5850 -0.27 -0.33 -0.33 -1.0379
H 6.4117 -7.4564 6.5762 0.09 -0.02 0.20 0.3428
H -1.3826 -0.5582 7.1826 0.02 0.21 0.10 0.2101
C 7.2157 3.8701 -2.3927 -0.80 -0.07 -1.17 0.7916
H -4.4926 2.4107 -7.7305 0.24 -0.07 -0.37 0.0824
H 1.8304 -6.2648 1.6908 -0.09 0.02 0.24 0.2661
C 5.3920 -5.3222 8.1622 -0.41 0.27 0.00 -1.0688
O -5.0587 -0.8132 -9.9120 0.18 -1.41 0.40 -0.5491
Br -3.9550 -2.0089 -0.4374 0.73 1.08 0.19 -0.1433
H -4.3450 -2.6313 -11.4833 -0.04 -0.08 0.23 0.3074
H 0.7270 -2.3602 7.2916 -0.16 -0.05 0.11 0.3809
H -1.1662 0.3223 -9.3961 -0.16 0.15 -0.03 0.3088
H -5.4947 -1.4875 -7.5373 0.10 -0.19 -0.14 0.2763
C -5.1034 4.9300 -6.0375 1.01 -1.19 -0.30 0.7513
H -2.9045 -1.2861 2.2105 2.78 -0.34 0.05 0.4476
H -3.6853 0.5946 -0.2436 1.45 -1.83 -0.39 0.3285
H 6.2014 2.3824 -7.1014 0.04 -0.21 0.09 0.3135
H 6.1780 -4.9446 7.5034 0.09 -0.09 0.18 0.3353
H -0.9757 -1.2592 -0.5431 -0.79 1.84 0.71 0.4501
C -4.9289 -1.9773 -9.5367 -0.19 1.41 -0.37 0.9058
C -7.7240 -2.6087 -2.3315 1.50 0.93 -0.10 0.8200
H -5.7885 6.5635 -7.2381 -0.20 -0.01 0.11 0.3405
C -0.6973 3.0778 -4.2203 -0.33 -0.11 0.84 0.7130
H -1.7888 1.1658 6.8931 0.11 -0.13 0.11 0.4477
C 0.9930 -5.1781 7.6063 -0.01 -0.49 -0.36 -1.0576
H 5.2697 1.4071 4.3512 -0.18 0.09 0.12 0.3256
C -1.1918 -0.0098 1.3722 -0.15 0.85 1.03 1.4292
H 8.8253 5.1985 -1.9197 -0.07 -0.02 0.22 0.3267
C 5.2449 0.8520 5.2924 0.10 -0.50 -0.06 -0.8459
C -9.0407 -1.9256 -2.0752 0.16 0.47 0.05 -1.1104
H -0.3231 5.7410 6.2978 -0.09 -0.13 0.17 0.3095
C 6.5212 2.6879 6.5657 0.41 -0.06 0.25 -1.0511
H 3.8579 2.4108 -4.0792 0.16 -0.07 -0.14 0.0483
H 0.4632 1.5047 2.0246 0.10 -2.52 -1.28 0.5747
C 4.2849 2.2255 -6.1627 -1.41 0.43 -0.01 0.8158
C 4.7423 -6.5308 7.5432 -1.46 -0.09 -0.39 0.7958
O 4.8651 -5.7928 2.0240 -1.29 0.18 0.48 -0.6085
N 0.7048 0.9559 5.3043 2.06 -4.04 -10.30 -0.5547
H -8.3600 -4.3758 -3.3572 -0.12 -0.07 0.19 0.3334
H 4.6412 -4.5366 8.2985 0.16 -0.18 -0.04 0.2218
O 0.9102 -0.3941 2.9015 -0.30 3.50 3.47 -0.1226
C -1.9197 0.1410 6.5368 -0.14 -0.14 -0.46 -0.2024
H 1.6216 -4.6676 8.3403 -0.17 -0.04 0.07 0.2740
H 1.2761 3.2643 7.6220 -0.18 -0.05 -0.18 0.3361
H 0.5194 6.9934 7.2369 -0.01 -0.26 -0.03 0.3094
O 6.5165 3.7772 -3.4004 1.35 0.60 1.60 -0.5862
H 4.8625 1.0064 -4.5017 0.17 0.03 -0.02 0.3878
C 4.6757 2.0611 -4.7183 -0.44 0.07 -0.27 -0.5728
H -0.8732 -3.1161 6.9935 0.11 0.05 0.16 0.3960
C -1.1385 -2.7228 1.9174 -4.93 -6.65 -1.08 0.2913
H -2.6831 0.2558 -10.3206 -0.05 0.24 -0.08 0.2508
C 3.7216 -5.5872 2.4279 1.39 -0.13 -0.47 0.7797
H -9.7191 -2.0998 -2.9141 -0.09 -0.13 0.17 0.3395
H -9.4791 -2.3004 -1.1469 -0.13 -0.08 -0.17 0.3387
C 1.6720 5.2321 6.8804 1.46 0.83 -0.07 0.7115
C -2.0423 1.3361 1.8847 -6.19 6.32 0.23 -0.2614
H -5.8481 4.9770 -8.0377 -0.03 0.10 0.22 0.2168
H -6.0022 -3.1059 -8.0694 0.19 -0.13 0.04 0.3702
C 0.1367 -2.9692 6.6023 0.01 0.20 -0.50 -0.8444
H 6.6027 3.3249 5.6813 -0.23 0.05 0.10 0.3094
H -3.8093 3.0813 -9.2284 -0.06 -0.08 -0.10 0.3499
C 1.4280 -0.0154 0.4786 3.58 2.36 -8.15 -0.1958
H -5.1772 -0.4405 7.6449 0.25 0.06 0.01 0.3212
C 1.6566 3.7362 6.7126 0.43 0.07 -0.09 -0.5437
H 2.5509 -3.7965 2.4733 -0.12 -0.10 0.25 0.0377
H 5.3011 -0.2188 5.0692 0.01 0.23 0.06 0.3061
H -2.7033 2.9372 -4.9372 0.34 0.05 -0.19 0.1841
C -2.8019 1.3467 -8.4835 0.22 -0.28 1.21 0.9205
O 2.7203 5.8717 6.8106 -1.33 -0.81 0.08 -0.5770
H 7.1451 1.7650 -2.0440 0.09 0.21 0.10 0.2502
O -1.0353 2.7984 -3.0711 0.29 0.15 -0.85 -0.6202
C -3.3837 -0.2085 6.5103 -0.75 -0.40 -1.35 0.8250
H 1.4880 -6.1083 7.3074 -0.23 0.44 0.13 0.2321
C -4.1311 -0.1652 7.8163 -0.47 -0.13 -0.19 -1.2107
C 0.7417 3.3519 -4.5670 -0.02 -0.19 0.53 -1.0329
H 1.0360 3.4650 5.8548 -0.09 -0.07 0.25 0.1926
C -5.1933 -2.3721 -8.1083 -0.12 0.49 0.14 -1.1331
N 2.0695 0.0971 -0.6665 -5.99 -1.29 10.96 -0.4825
H 5.6452 2.9673 7.1565 -0.03 0.13 -0.21 0.2702
C -1.7069 3.1587 -5.3340 -0.04 -0.18 0.68 -0.6276
H -6.7192 -4.4601 -2.6783 -0.22 0.11 0.05 0.2670
H 8.6742 2.5379 -1.5699 -0.06 0.08 0.21 0.3258
H 7.3850 5.9882 -2.5994 0.07 -0.20 0.15 0.2855
H 7.2011 2.7534 -0.5675 0.23 0.03 0.00 0.3200
O -2.0344 -3.7316 1.7295 6.98 7.35 1.44 -0.5102
H 6.0406 -8.0948 8.2120 0.17 0.10 -0.11 0.3408
H 7.4171 2.8253 7.1804 -0.20 -0.06 -0.15 0.3093
C -3.0193 -0.2562 -0.6925 0.38 1.78 -1.94 -0.0674
C 0.8046 -4.3024 6.3965 0.54 -0.71 -1.24 0.6843
C -3.0115 0.0165 -2.3429 0.25 -1.35 0.17 -0.9538
H -4.4678 5.0129 -4.0011 -0.15 0.10 -0.16 0.2195
O 3.5436 -6.5406 7.2674 1.82 -0.06 0.35 -0.5304
O -4.3283 4.0101 -6.2944 -1.26 1.49 0.43 -0.3316
H -0.0831 5.5404 8.0651 -0.13 -0.09 -0.17 0.3156
C -4.0526 2.1558 -8.7004 -0.25 -0.14 0.49 -0.7921
C -2.0463 0.8962 -9.7051 0.42 -0.27 0.22 -1.2164
H 2.2842 -6.9085 3.3035 -0.19 0.18 -0.08 0.2541
H -4.9188 6.5861 -4.6951 -0.23 0.00 0.03 0.3500
H 4.8660 1.9744 -8.2016 0.07 -0.03 0.22 0.3209
H 4.3122 1.0495 5.8265 -0.02 0.17 -0.16 0.1776
C 7.7324 5.2026 -1.9200 -0.24 0.27 -0.38 -1.1111
C 0.9012 0.4663 4.1237 -1.99 0.67 5.65 0.4829
C 5.6158 -7.7270 7.2745 -0.37 -0.28 -0.19 -1.1257
H 3.0693 -7.5316 1.8353 -0.04 0.21 0.08 0.3303
H -2.7479 1.1218 -2.6218 -0.53 -2.08 0.69 0.2120
H -7.0554 5.3724 -6.7943 0.05 0.22 0.02 0.3516
H 2.6768 3.3807 6.5336 -0.21 0.09 0.03 0.0464
H -4.7787 1.5716 -9.2713 0.19 0.07 -0.20 0.3611
H 0.0682 -2.4458 5.6427 0.03 -0.10 0.16 0.0935
H 3.0047 -4.4402 4.0860 -0.22 0.04 -0.27 0.0729
C -4.4999 -3.0620 -10.4883 0.05 0.31 -0.42 -1.2070
H 0.8431 4.3687 -4.9548 0.05 -0.17 -0.22 0.3439
H -3.5600 -3.5040 -10.1483 -0.17 -0.15 0.05 0.3258
O 3.1914 2.6910 -6.4794 1.33 -0.50 0.15 -0.5553
```
Positions in Å, forces in eV/Å.

Summary:
- frontier orbital gap (Eh) = 0.28520
- HOMO level (eV) = -8.74
- largest force on an atom (hartree/bohr) = 0.2443
- lowest unoccupied orbital energy (hartree) = -0.036

***

Molecular formula: C34H36CuN4O2S
Method: DFT, ωB97M-V/def2-TZVPD

XYZ file:
```
78
Properties=species:S:1:pos:R:3:forces:R:3:mulliken_charge:R:1
H 7.4887 -2.4449 4.4138 0.01 0.01 0.00 0.3049
Cu -0.0791 -0.3232 0.0801 0.16 -0.75 0.31 -0.4381
C 4.8633 -3.1435 -2.8281 0.02 0.03 -0.01 -1.1179
H 1.6243 -1.6415 -4.1746 0.01 0.02 0.01 0.5771
H 0.3294 -3.2705 1.9224 -0.01 0.01 0.02 0.3854
C -2.1193 -2.3890 -0.1903 -0.13 -0.01 -0.06 0.9401
O 1.1629 0.6797 1.6098 -0.18 -0.05 -0.34 -1.0393
C 4.5937 -1.6439 -2.7439 0.00 0.01 0.00 -0.7594
H 1.9704 0.8749 -3.9151 -0.01 0.01 0.03 0.2293
H 5.0685 -3.0690 6.9107 0.01 -0.01 0.02 0.3337
H 0.7970 -0.6315 -2.6802 -0.03 0.05 0.01 0.0936
C -2.9072 -3.5422 -0.1381 0.04 -0.12 0.06 -0.8704
H 5.9339 -3.3519 -2.7838 0.02 0.00 0.00 0.3883
C 3.4890 -1.7530 6.2975 -0.01 -0.01 0.02 -0.7427
C 2.6166 -1.1813 -4.1501 -0.01 0.03 -0.01 -1.2140
H 5.5989 4.2622 1.0288 0.00 0.00 0.00 0.3746
H 2.2200 -0.0054 2.8306 -0.02 0.03 0.01 0.2856
C -2.4620 2.7616 -3.2415 0.01 0.01 0.00 -0.6440
H 4.4766 -3.5581 -3.7607 -0.01 0.01 -0.01 0.3374
H 6.6309 3.0525 2.9389 -0.01 0.00 -0.01 0.3790
N 1.1665 -0.7541 -1.7441 0.01 -0.02 0.14 -0.2153
C 3.2298 1.8651 1.5150 -0.02 -0.01 0.05 0.3356
H 5.0089 -1.2338 -1.8252 0.00 -0.02 0.00 0.3838
C -1.3456 -4.4659 1.4082 0.04 -0.01 0.04 -0.6774
S -3.8505 -1.3753 -2.2103 0.02 0.12 -0.03 -0.4354
C 2.5514 0.2718 -4.6117 -0.01 -0.01 -0.04 -0.9744
C -0.9197 -2.2035 0.5325 -0.02 0.36 -0.05 -0.6383
C -2.5251 -1.2793 -1.0553 0.18 0.15 0.04 1.1439
N 3.1818 -1.3179 -2.8231 0.06 -0.07 -0.05 0.3239
C -2.3894 0.7257 -2.0049 -0.09 0.03 -0.09 -0.4893
H 2.9313 -1.8597 7.2194 0.00 0.00 0.01 0.3831
C 5.6841 2.7204 2.5271 0.05 0.00 0.04 -0.6381
C 3.0210 -0.9215 5.2988 -0.01 0.03 -0.05 -0.8101
C 1.8886 1.4658 0.9178 0.02 0.08 -0.10 0.9502
H 4.9574 -1.0851 1.8070 0.00 0.00 -0.01 -0.2397
C -4.0791 1.0213 -3.7213 -0.06 -0.06 -0.02 -0.6104
C -3.5601 2.2803 -3.9622 -0.03 0.07 -0.07 -0.4032
H -4.9248 0.6542 -4.2888 0.00 0.00 -0.01 0.3735
H 2.1054 -0.3577 5.4233 -0.01 0.00 0.00 0.5264
H -3.8183 -3.6262 -0.7238 -0.03 0.02 0.00 0.2792
C 4.9107 -1.5072 3.9026 -0.04 0.02 0.05 1.2954
C 5.0596 1.6170 3.0823 0.06 0.00 0.01 -0.7675
H 6.5631 -3.8813 4.0141 0.00 0.00 -0.01 0.3271
O 1.5991 1.9028 -0.2036 0.05 0.17 0.04 -0.7191
H -3.1199 -5.4938 0.7355 -0.01 -0.01 -0.01 0.3587
H -1.0068 2.3284 -1.6906 0.03 0.01 0.02 0.4970
C -1.8661 1.9949 -2.2599 -0.07 -0.09 -0.01 -0.3287
C -3.4831 0.2402 -2.7382 0.08 0.08 0.02 0.7198
C 5.3982 -2.3151 4.9356 -0.06 0.01 0.05 0.8664
C 3.8333 1.1611 2.5827 -0.04 0.05 -0.06 0.4099
C 6.6758 -3.0874 4.7570 0.06 -0.04 -0.02 -1.5418
C -2.5210 -4.5935 0.6722 -0.04 0.02 -0.04 -0.6152
H 5.1082 -1.1251 -3.5593 -0.02 -0.02 -0.01 0.3824
C 3.7279 -0.7788 4.1040 0.01 -0.03 0.08 -0.4802
H 6.9804 -3.5507 5.6948 0.00 -0.01 0.01 0.3846
H -2.0751 3.7485 -3.4615 0.01 0.00 0.01 0.3931
H 4.3746 -3.6661 -2.0061 -0.01 0.00 0.03 0.2663
C 5.1088 3.4005 1.4644 0.03 0.06 -0.03 -0.7495
H 3.4002 3.4540 0.1444 0.00 0.01 -0.01 0.4607
H -4.0095 2.9026 -4.7263 0.00 -0.01 0.00 0.3539
C 3.8879 2.9610 0.9753 -0.04 -0.05 0.01 -0.4098
C 5.6219 -1.4590 2.5825 0.04 0.01 -0.06 -0.9355
H 3.6553 -2.1570 -0.2940 0.02 -0.04 -0.02 0.6584
H 5.9684 -2.4524 2.2940 0.01 -0.01 -0.01 0.5363
C 2.3986 -1.0996 -1.7125 -0.08 0.09 0.05 0.8205
H 2.2531 -1.2967 0.3799 -0.01 0.00 0.02 0.2521
H -1.0288 -5.2786 2.0552 0.00 -0.02 -0.01 0.3639
H 3.6722 -0.3883 -0.1487 0.01 0.00 0.00 0.1812
H 6.4929 -0.7982 2.6104 0.01 0.00 0.00 0.3092
N -1.8936 -0.1461 -1.0658 -0.06 -0.04 0.00 -0.3015
C 4.6849 -2.4318 6.1226 0.02 -0.01 0.00 -0.8444
H 3.2315 -1.7659 -4.8391 0.01 0.01 0.02 0.4089
H 5.5139 1.1055 3.9218 -0.01 0.00 0.00 0.4833
H 2.0958 0.3459 -5.6007 -0.01 0.00 -0.01 0.3877
C -0.5814 -3.3096 1.3284 0.11 -0.04 0.09 0.2123
H 3.5535 0.7009 -4.6643 0.02 -0.01 0.00 0.3094
C 3.0447 -1.2572 -0.3655 0.00 -0.02 -0.02 -1.6860
N 3.2048 0.0538 3.1085 -0.03 -0.04 -0.05 0.3695
```
Positions in Å, forces in eV/Å.

Summary:
- frontier orbital gap (Eh) = 0.21326
- HOMO level (eV) = -3.25
- total charge = -1
- largest force on an atom (hartree/bohr) = 0.0161
- lowest unoccupied orbital energy (hartree) = 0.094

***

Molecular formula: BrH4MnO2
Method: DFT, ωB97M-V/def2-TZVPD

XYZ file:
```
8
Properties=species:S:1:pos:R:3:forces:R:3:nbo_charge:R:1
H -1.4323 -0.3581 -0.3556 0.22 -0.24 -0.25 0.4794
H 1.2301 0.8261 -0.3900 -0.07 -0.32 -0.16 0.4761
O -1.7166 0.4279 0.1107 -0.37 0.40 0.08 -0.9488
O 1.3488 1.6919 0.0006 0.34 0.30 0.26 -0.9546
H -1.3179 0.3502 0.9775 0.11 -0.01 0.23 0.4629
Br 0.6955 -1.5628 -1.1348 0.05 -1.02 0.76 -0.8116
H 0.4619 2.0430 0.0801 -0.29 0.04 -0.08 0.4721
Mn 0.7304 -3.4181 0.7115 0.01 0.84 -0.84 0.8244
```
Positions in Å, forces in eV/Å.

Summary:
- ⟨S²⟩ = 12.002
- frontier orbital gap (spin up / spin down) (Eh) = 0.29397 / 0.32531
- HOMO level (spin up / spin down) (eV) = -8.54 / -10.43
- 2S+1 = 7
- largest force on an atom (hartree/bohr) = 0.0248
- lowest unoccupied orbital energy (spin up / spin down) (hartree) = -0.020 / -0.058

***

Molecular formula: C16H14F4N
Method: DFT, ωB97M-V/def2-TZVPD

XYZ file:
```
35
Properties=species:S:1:pos:R:3:forces:R:3:nbo_charge:R:1
C 2.4142 -0.6093 2.1218 1.01 0.69 -0.59 -0.1105
H -0.1085 0.3781 1.8954 -0.06 -0.24 0.49 0.2228
C -1.3166 -1.2761 2.7027 0.92 0.25 -5.73 0.0108
C -3.8593 1.4383 2.0819 0.33 1.00 -0.38 0.4209
H -3.7146 -2.4202 2.2533 -0.22 0.40 -0.12 0.2508
H 5.8890 1.2143 1.8581 -0.17 -0.14 -0.01 0.2737
C -2.5997 -2.4746 5.0271 -0.30 -0.29 -0.17 -0.4460
F -6.1081 -1.4068 1.8918 1.35 0.96 0.10 -0.3003
C -4.9607 -0.6612 2.0060 -0.80 -0.65 -0.31 0.4151
H 3.5760 -2.4431 2.0386 0.18 0.21 0.05 0.2474
C -2.6322 0.8258 2.3171 -0.24 0.25 0.10 -0.2435
C -2.5866 -0.5776 2.3530 0.29 0.08 1.05 -0.0959
F 5.9901 -1.4180 1.8903 -1.43 0.83 0.03 -0.3056
C 4.8259 -0.6866 1.9400 0.99 -0.36 -0.02 0.4202
H -3.4409 -1.8351 4.7115 0.33 -0.05 0.28 0.2027
H -2.6981 -3.4240 4.4907 0.00 0.06 0.20 0.2022
H -1.7380 1.4278 2.5017 -0.52 -0.11 -0.14 0.2433
H 1.1857 -2.3576 2.4390 -0.05 0.26 0.24 0.2292
C -3.7576 -1.3304 2.1828 -0.03 -0.21 0.29 -0.2299
C 2.4868 0.8057 2.0613 0.21 -0.30 0.06 -0.2243
H 1.5786 1.4039 2.1092 0.47 0.04 0.04 0.2310
C 1.1462 -1.2769 2.2765 -0.21 -0.41 0.17 0.0344
C 3.7320 1.4151 1.9636 -0.25 0.98 0.00 0.4113
H -5.9940 1.2233 1.7544 0.10 -0.01 0.02 0.2770
C -5.0464 0.7270 1.9268 0.31 -0.34 0.11 -0.2672
F 3.7828 2.7905 1.9349 -0.03 -1.62 0.02 -0.3085
C -0.0632 -0.6489 2.2582 -1.04 -0.17 0.81 -0.2986
H -2.6867 -2.6535 6.1103 -0.02 -0.04 -0.47 0.2392
N -1.2638 -1.9007 4.7676 -0.51 0.11 1.09 -0.6848
F -3.8922 2.8041 1.9490 -0.02 -1.60 0.32 -0.3014
H -1.3801 -1.0710 4.1016 -0.12 0.00 1.84 0.3208
C 3.6161 -1.3562 2.0320 -0.47 0.12 0.13 -0.2233
H -1.0347 -1.4069 5.6381 0.49 0.29 -0.46 0.3978
C 4.9302 0.7061 1.9099 -0.49 -0.34 0.05 -0.2704
H -1.3505 -2.3538 2.4914 0.00 0.35 0.94 0.2592
```
Positions in Å, forces in eV/Å.

Summary:
- frontier orbital gap (Eh) = 0.24088
- HOMO level (eV) = -12.70
- energy relative to the best compared isomer or geometry (same formula, charge and spin) (kJ/mol) = 161.0
- total charge = +1
- largest force on an atom (hartree/bohr) = 0.1129
- lowest unoccupied orbital energy (hartree) = -0.226

***

> Which of these has the highest largest force on an atom?

C49H87BrFN3O15

***

> What is the largest force on an atom in the fourth record?

0.1129 hartree/bohr